Entry 1:
DFT (wB97M-V/def2-TZVPD) results for the ion C6H12N4O2 with charge +2 in a non-equilibrium geometry.

Last column: Löwdin charge in e.
Positions of all 24 atoms, in Å:
N 3.40 0.75 -0.63  0.17
C 2.70 0.40 0.37  -0.10
C 1.63 -0.43 0.26  -0.21
O 1.16 -0.93 1.52  -0.04
C 0.77 -0.63 -0.95  -0.28
O 1.12 -1.80 -1.55  0.10
C -0.64 -0.20 -0.48  -0.11
N -1.27 0.88 -0.84  0.25
C -2.41 0.94 -0.10  -0.24
N -3.11 1.98 0.00  0.30
C -2.54 -0.37 0.77  0.02
N -1.31 -1.05 0.44  0.12
H 4.10 1.37 -0.59  0.09
H 3.23 0.59 -1.65  0.17
H 3.16 0.79 1.26  0.16
H 1.92 -1.39 1.98  0.16
H 1.14 0.25 -1.53  0.17
H 1.77 -1.72 -2.16  0.07
H -4.00 2.14 0.48  0.19
H -2.80 2.74 -0.65  0.20
H -3.41 -1.11 0.72  0.19
H -2.48 -0.08 1.82  0.16
H -1.44 -2.13 0.24  0.29
H -0.66 -1.00 1.26  0.17

ΔE to the lowest compared entry with this formula, charge and spin in kcal/mol: 63.8
SMILES string: N/C=C(/O)[C@@H](O)C1=[N+]=C(N)C[NH2+]1
Net charge: +2
Strongest force on any atom in eV/A: 5.9
E_HOMO (alpha / beta) in eV: -14.814 / -14.813
HOMO-LUMO gap (alpha / beta) in eV: 5.621 / 5.620



Entry 2:
DFT (wB97M-V/def2-TZVPD) results for a cluster of 10 separate species, H20O10 in total in a non-equilibrium geometry.

Last column: Löwdin charge in e.
Positions of all 30 atoms, in Å:
O -1.89 0.21 2.41  0.00
H -1.47 1.04 2.30  0.04
H -1.21 -0.19 2.93  0.03
O 1.09 3.09 -1.18  0.00
H 1.02 3.94 -1.56  0.04
H 0.20 2.83 -1.21  0.02
O -0.22 1.67 -3.50  -0.05
H -0.46 0.74 -3.71  0.07
H 0.67 1.72 -3.80  0.02
O -1.43 -2.07 0.56  -0.02
H -0.88 -2.76 0.93  0.04
H -2.19 -2.06 1.14  0.04
O 2.24 0.68 -1.57  -0.08
H 3.10 0.35 -1.25  0.07
H 2.01 1.49 -1.07  0.03
O 2.31 -1.86 -0.73  -0.05
H 2.07 -2.15 0.14  -0.04
H 2.07 -0.95 -0.72  -0.06
O 1.05 0.22 1.34  -0.02
H 0.57 0.09 2.12  -0.01
H 0.35 0.29 0.68  -0.02
O -3.97 -0.40 0.40  -0.05
H -4.64 0.12 0.83  0.03
H -3.13 -0.15 0.83  -0.01
O -0.71 0.44 -0.62  -0.07
H -0.02 0.57 -1.29  0.01
H -0.87 -0.50 -0.29  0.05
O 1.38 -2.41 1.71  -0.06
H 1.03 -1.53 1.69  -0.03
H 1.94 -2.47 2.52  0.09

ΔE to the lowest compared entry with this formula, charge and spin in kcal/mol: 69.4
SMILES string: O.O.O.O.O.O.O.O.O.O
Net charge: 0
Strongest force on any atom in eV/A: 2.4
E_HOMO in eV: -10.276
HOMO-LUMO gap in eV: 10.183



Entry 3:
DFT (wB97M-V/def2-TZVPD) results for a structure of composition C13H22AsClKO2Si2.

Last column: Löwdin charge in e.
Positions of all 42 atoms, in Å:
K 1.13 -0.77 0.50  0.71
Cl 7.74 1.98 5.53  0.62
C 6.55 1.34 4.43  -0.68
C 6.05 2.16 3.43  -0.11
C 5.11 1.64 2.56  -0.02
C 4.66 0.33 2.70  -0.13
C 5.17 -0.46 3.72  -0.02
C 6.12 0.04 4.59  -0.11
C 3.62 -0.24 1.73  -0.71
O 3.21 -1.41 1.96  -0.13
O 3.24 0.51 0.81  -0.15
H 6.40 3.17 3.33  0.10
H 4.69 2.22 1.75  0.11
H 4.80 -1.48 3.79  0.11
H 6.53 -0.57 5.39  0.10
C -3.63 -1.30 1.67  -0.26
Si -3.55 -0.81 -0.16  0.06
C -5.24 -0.06 -0.56  -0.25
C -3.48 -2.45 -1.12  -0.25
As -1.73 0.62 -0.43  0.51
Si -1.60 0.58 -2.75  0.07
C -0.52 2.03 -3.31  -0.26
C -0.74 -0.98 -3.42  -0.25
C -3.22 0.75 -3.71  -0.25
H -4.53 -1.90 1.87  0.02
H -3.66 -0.43 2.33  0.01
H -2.76 -1.90 1.95  0.01
H -6.02 -0.79 -0.34  0.01
H -5.33 0.23 -1.60  0.00
H -5.42 0.83 0.05  0.02
H -4.34 -3.06 -0.83  0.01
H -2.57 -3.00 -0.89  0.01
H -3.53 -2.32 -2.21  0.00
H 0.46 1.99 -2.84  0.01
H -0.97 2.99 -3.04  0.01
H -0.38 2.01 -4.39  0.02
H 0.28 -1.02 -3.04  0.01
H -0.67 -0.96 -4.52  0.02
H -1.24 -1.90 -3.14  0.00
H -3.75 1.66 -3.42  0.02
H -3.90 -0.09 -3.58  0.00
H -2.98 0.82 -4.78  0.02

ΔE to the lowest compared entry with this formula, charge and spin in kcal/mol: 0.0
Net charge: -1
Strongest force on any atom in eV/A: 0.6
E_HOMO in eV: -3.519
HOMO-LUMO gap in eV: 5.835



Entry 4:
DFT (wB97M-V/def2-TZVPD) results for a cluster of 6 separate species, C13H35Br2O7P in total in a non-equilibrium geometry.

Last column: Löwdin charge in e.
Positions of all 58 atoms, in Å:
C 3.87 -2.03 1.45  -0.16
C 3.97 -1.70 -0.05  -0.87
Br 4.44 0.19 -0.24  0.67
C 2.68 -2.03 -0.80  -0.99
Br 2.85 -1.57 -2.69  0.62
P 2.40 -3.89 -0.72  0.91
C 0.93 -4.18 0.41  -0.41
C 0.10 -3.00 0.94  -0.25
C -0.72 -2.30 -0.17  -0.18
C -0.92 -0.82 0.12  -0.16
O -1.55 -0.24 -1.05  -0.03
C -1.50 1.08 -1.16  -0.39
O -1.53 1.62 -2.20  0.12
H 4.06 -3.10 1.62  0.07
H 4.61 -1.45 2.01  0.06
H 2.88 -1.76 1.84  0.07
H 4.79 -2.27 -0.51  0.08
H 1.85 -1.43 -0.42  0.03
H 1.73 -4.04 -1.94  -0.09
H 1.33 -4.77 1.25  0.06
H 0.25 -4.84 -0.15  0.08
H -0.61 -3.41 1.68  0.11
H 0.72 -2.29 1.49  0.09
H -1.70 -2.78 -0.25  0.13
H -0.22 -2.40 -1.15  0.09
H 0.03 -0.31 0.31  0.12
H -1.58 -0.67 0.99  0.14
H -1.49 1.63 -0.20  0.14
C 6.46 3.59 1.42  -0.17
O 5.28 2.96 1.91  -0.15
H 7.29 2.94 1.69  0.08
H 6.44 3.71 0.34  0.07
H 6.62 4.57 1.89  0.07
H 4.52 3.51 1.68  0.07
C -3.80 3.65 1.92  -0.14
O -3.23 2.43 1.46  -0.14
H -3.47 3.79 2.95  0.06
H -3.47 4.51 1.34  0.08
H -4.90 3.61 1.91  0.08
H -3.53 2.29 0.56  0.07
C -2.97 1.02 -5.61  -0.17
O -1.63 0.57 -5.73  -0.13
H -3.53 0.61 -6.45  0.08
H -3.43 0.66 -4.68  0.07
H -3.05 2.11 -5.63  0.08
H -1.15 0.92 -4.97  0.07
C -1.48 -2.14 -3.67  -0.16
O -2.55 -2.79 -3.00  -0.12
H -0.57 -2.70 -3.44  0.06
H -1.61 -2.14 -4.76  0.08
H -1.35 -1.11 -3.33  0.06
H -3.36 -2.30 -3.19  0.07
C -3.27 3.35 6.08  -0.17
O -2.71 2.15 5.55  -0.12
H -2.92 3.43 7.11  0.08
H -2.93 4.23 5.53  0.07
H -4.36 3.32 6.09  0.08
H -3.00 2.05 4.64  0.06

SMILES string: C[C@H](Br)[C@@H](Br)PCCCCOC=O.CO.CO.CO.CO.CO
Net charge: 0
Strongest force on any atom in eV/A: 3.0
E_HOMO in eV: -9.160
HOMO-LUMO gap in eV: 9.549



Entry 5:
DFT (wB97M-V/def2-TZVPD) results for a cluster of 22 separate species, C49H149N7O25 in total in a non-equilibrium geometry.

Last column: Löwdin charge in e.
Positions of all 230 atoms, in Å:
C -23.06 -1.14 2.49  -0.13
O -22.16 -0.39 3.37  -0.14
H -24.02 -0.68 2.28  0.08
H -22.60 -1.40 1.54  0.05
H -23.32 -2.11 2.91  0.07
H -22.13 0.45 2.92  0.02
C -21.31 -4.97 -2.22  -0.15
O -21.91 -5.71 -1.19  -0.16
H -20.65 -5.62 -2.80  0.07
H -22.07 -4.63 -2.92  0.08
H -20.76 -4.20 -1.68  0.07
H -22.38 -5.19 -0.55  -0.01
C -12.51 -1.45 2.86  -0.16
O -12.01 -1.09 1.61  -0.11
H -12.93 -2.46 2.82  0.08
H -11.77 -1.40 3.66  0.07
H -13.27 -0.72 3.12  0.06
H -11.84 -0.15 1.64  0.08
C -18.69 1.47 -0.14  -0.12
O -18.88 1.05 1.19  -0.15
H -18.92 0.61 -0.78  0.06
H -19.41 2.24 -0.42  0.08
H -17.67 1.80 -0.35  0.07
H -18.17 0.55 1.59  0.03
C -13.61 2.73 4.70  -0.12
O -12.24 3.00 4.33  -0.11
H -13.62 1.77 5.23  0.06
H -13.99 3.44 5.43  0.07
H -14.32 2.68 3.87  0.06
H -12.09 2.55 3.49  0.06
C -17.99 -3.55 -2.95  -0.20
O -18.93 -3.10 -3.84  -0.09
H -18.23 -3.53 -1.89  0.06
H -17.73 -4.58 -3.20  0.08
H -17.03 -3.03 -3.04  0.07
H -18.53 -2.65 -4.58  0.09
C -16.22 4.15 7.75  -0.16
O -15.43 3.01 7.68  -0.14
H -17.19 3.98 7.28  0.07
H -16.28 4.55 8.76  0.09
H -15.73 4.97 7.23  0.08
H -14.60 3.20 8.12  0.10
C -24.51 -4.32 0.10  -0.09
O -23.16 -4.33 0.62  -0.15
H -25.08 -3.51 0.56  0.08
H -24.44 -4.15 -0.98  0.09
H -25.13 -5.21 0.21  0.09
H -23.09 -4.71 1.50  0.09
C -15.21 -4.49 5.14  -0.17
O -13.98 -3.82 5.22  -0.11
H -15.31 -5.33 4.45  0.06
H -15.51 -4.97 6.07  0.07
H -15.95 -3.70 5.00  0.07
H -14.17 -2.91 5.47  0.01
C -21.38 -7.65 1.85  -0.18
O -21.53 -7.31 3.21  -0.13
H -20.67 -6.98 1.38  0.05
H -21.10 -8.70 1.78  0.07
H -22.31 -7.60 1.28  0.08
H -20.69 -7.40 3.66  0.00
C -12.98 -1.09 6.57  -0.19
O -14.18 -1.17 5.96  -0.16
H -12.11 -1.27 5.94  0.08
H -12.84 -0.07 6.94  0.08
H -12.94 -1.75 7.44  0.09
H -14.86 -0.72 6.48  0.02
C -21.25 -0.79 -1.45  -0.18
O -22.52 -1.27 -1.82  -0.11
H -21.21 0.27 -1.68  0.07
H -21.16 -0.91 -0.37  0.06
H -20.36 -1.23 -1.90  0.07
H -22.67 -1.24 -2.77  0.08
C -19.95 -2.62 5.60  -0.15
O -20.32 -3.23 6.82  -0.12
H -18.98 -2.14 5.71  0.06
H -19.86 -3.38 4.82  0.06
H -20.73 -1.95 5.24  0.07
H -21.04 -2.82 7.31  0.08
C -16.32 4.33 1.10  -0.13
O -15.28 3.55 1.72  -0.14
H -16.46 5.27 1.63  0.07
H -16.08 4.56 0.06  0.08
H -17.22 3.71 1.10  0.06
H -15.73 2.93 2.30  0.02
C -21.66 2.84 1.66  -0.09
O -21.02 1.95 2.62  -0.16
H -20.95 3.51 1.17  0.05
H -22.13 2.26 0.87  0.07
H -22.45 3.39 2.17  0.07
H -20.18 1.57 2.35  0.03
C -14.58 -12.99 0.36  -0.04
O -15.65 -12.34 -0.39  -0.19
C -15.41 -12.20 -1.75  -0.22
C -16.60 -11.58 -2.53  -0.08
N -17.04 -10.35 -1.89  0.20
C -18.28 -9.78 -2.33  -0.11
C -18.68 -8.63 -1.42  -0.18
O -17.79 -7.48 -1.56  -0.17
C -18.07 -6.40 -0.63  -0.07
H -13.79 -12.25 0.48  0.09
H -14.24 -13.91 -0.10  0.09
H -14.88 -13.31 1.36  0.09
H -15.18 -13.16 -2.23  0.13
H -14.48 -11.67 -1.96  0.13
H -17.48 -12.20 -2.69  0.15
H -16.35 -11.44 -3.58  0.15
H -16.83 -10.34 -0.91  0.16
H -19.11 -10.49 -2.22  0.16
H -18.27 -9.53 -3.39  0.16
H -18.83 -8.90 -0.38  0.13
H -19.64 -8.29 -1.80  0.13
H -17.34 -5.60 -0.73  0.08
H -18.06 -6.67 0.42  0.06
H -19.05 -5.94 -0.75  0.07
C -18.63 9.59 -2.26  -0.09
O -17.71 8.82 -1.41  -0.20
C -17.70 7.39 -1.69  -0.19
C -18.90 6.78 -1.02  -0.24
N -18.77 6.81 0.42  -0.05
C -19.78 6.14 1.26  -0.19
C -19.61 6.73 2.70  -0.20
O -19.89 8.14 2.83  -0.19
C -21.27 8.56 2.59  -0.08
H -18.82 9.20 -3.26  0.08
H -18.23 10.60 -2.35  0.09
H -19.66 9.57 -1.91  0.07
H -16.79 6.92 -1.31  0.12
H -17.81 7.25 -2.76  0.11
H -19.00 5.75 -1.38  0.12
H -19.83 7.25 -1.32  0.11
H -18.78 7.78 0.72  0.10
H -19.39 5.13 1.40  0.09
H -20.81 6.28 0.95  0.11
H -18.66 6.48 3.17  0.12
H -20.29 6.19 3.36  0.09
H -22.04 8.07 3.19  0.08
H -21.53 8.50 1.54  0.07
H -21.35 9.64 2.72  0.08
C -20.23 -3.52 1.29  -0.06
O -18.84 -3.74 0.93  -0.20
C -18.10 -2.54 0.77  -0.21
C -17.75 -1.93 2.09  -0.17
N -16.90 -0.76 1.88  -0.05
C -16.09 -0.39 3.01  -0.18
C -16.84 0.54 3.97  -0.16
O -17.24 1.73 3.27  -0.20
C -17.95 2.64 4.07  -0.09
H -20.74 -4.41 1.66  0.07
H -20.81 -3.17 0.44  0.07
H -20.38 -2.80 2.10  0.08
H -18.67 -1.84 0.16  0.12
H -17.25 -2.85 0.16  0.11
H -17.28 -2.68 2.72  0.12
H -18.60 -1.56 2.68  0.12
H -16.24 -0.95 1.14  0.08
H -15.17 0.10 2.67  0.10
H -15.69 -1.29 3.48  0.11
H -16.17 0.72 4.81  0.11
H -17.71 -0.04 4.29  0.12
H -18.02 3.60 3.55  0.08
H -17.40 2.94 4.96  0.08
H -18.96 2.33 4.34  0.09
C -17.95 -6.15 3.18  -0.06
C -18.10 -7.59 3.60  -0.42
C -16.71 -8.18 4.09  -0.17
O -15.72 -8.40 3.12  -0.16
C -15.85 -9.49 2.24  -0.12
N -19.10 -7.59 4.61  0.05
H -17.60 -5.49 3.97  0.07
H -18.92 -5.76 2.87  0.07
H -17.20 -5.99 2.39  0.08
H -18.35 -8.27 2.78  0.12
H -16.92 -9.10 4.63  0.12
H -16.36 -7.49 4.86  0.12
H -16.49 -9.19 1.41  0.06
H -16.17 -10.45 2.64  0.09
H -14.92 -9.81 1.77  0.08
H -19.04 -6.79 5.22  0.10
H -19.08 -8.41 5.20  0.10
C -22.86 4.88 4.83  -0.07
C -23.04 3.98 6.03  -0.46
C -22.68 2.53 5.76  -0.17
O -23.03 1.73 6.92  -0.18
C -22.82 0.38 6.76  -0.14
N -22.23 4.49 7.11  0.05
H -21.86 5.06 4.43  0.06
H -23.21 5.88 5.08  0.07
H -23.52 4.60 4.01  0.07
H -24.11 3.94 6.24  0.14
H -21.64 2.43 5.45  0.12
H -23.29 2.22 4.92  0.12
H -21.76 0.17 6.61  0.07
H -23.34 -0.07 5.92  0.08
H -23.14 -0.20 7.64  0.09
H -22.71 5.33 7.38  0.08
H -22.25 3.81 7.86  0.06
C -17.20 -1.74 8.30  -0.06
C -17.24 -0.25 8.09  -0.39
C -17.78 0.48 9.35  -0.19
O -19.17 0.65 9.25  -0.18
C -19.62 1.60 8.25  -0.07
N -15.83 0.07 7.82  0.05
H -17.00 -2.26 7.37  0.07
H -18.15 -1.95 8.81  0.09
H -16.42 -2.07 8.98  0.08
H -17.91 -0.10 7.24  0.12
H -17.39 1.48 9.55  0.11
H -17.54 -0.05 10.27  0.13
H -20.61 2.02 8.43  0.08
H -19.60 1.19 7.24  0.06
H -18.90 2.41 8.15  0.07
H -15.66 1.04 7.60  0.05
H -15.31 -0.08 8.68  0.10
C -14.40 -3.63 0.30  -0.05
C -14.38 -2.93 -1.06  -0.41
C -13.91 -1.46 -0.94  -0.16
O -14.82 -0.66 -0.17  -0.24
C -14.62 0.72 -0.28  -0.09
N -13.47 -3.71 -1.91  0.04
H -15.09 -3.26 1.06  0.06
H -13.41 -3.43 0.72  0.08
H -14.68 -4.68 0.26  0.08
H -15.35 -2.99 -1.56  0.11
H -13.84 -0.95 -1.91  0.12
H -12.91 -1.48 -0.52  0.11
H -15.40 1.02 -0.97  0.09
H -13.58 0.94 -0.55  0.10
H -14.92 1.14 0.68  0.07
H -14.04 -4.47 -2.26  0.06
H -12.83 -4.09 -1.24  0.06

Spin multiplicity: 2
Net charge: +1
Strongest force on any atom in eV/A: 3.1
E_HOMO (alpha / beta) in eV: -9.867 / -9.867
HOMO-LUMO gap (alpha / beta) in eV: 7.571 / 2.676